Entry 1:
18
Properties=species:S:1:pos:R:3:forces:R:3 method="wB97M-V/def2-TZVPD" smiles=O.O.O.O.O.O total_charge=0
O -2.91959 -1.42702 -2.70000 0.01 0.02 0.17
H -2.14911 -1.20960 -2.16071 -0.03 -0.05 -0.07
H -3.67038 -1.07560 -2.20828 0.07 -0.01 -0.08
O -1.41189 1.96341 1.79269 0.31 0.03 -0.43
H -0.90594 1.77727 0.97237 -0.33 -0.02 0.48
H -0.83297 2.50117 2.34149 -0.11 0.01 -0.04
O 1.21997 0.09719 2.29550 0.22 -0.28 -0.20
H 0.58690 -0.08747 1.57636 0.25 0.32 0.23
H 1.21416 1.05439 2.37218 -0.22 0.02 0.07
O 0.04513 0.66475 -0.27286 -0.17 -0.13 -0.53
H 0.92609 0.84604 -0.64432 -0.06 -0.22 0.30
H -0.22059 -0.18828 -0.66757 0.19 0.32 0.27
O 2.86857 0.56487 -0.23021 0.14 0.34 0.10
H 2.82533 0.45644 0.73588 -0.21 -0.14 -0.20
H 3.27843 1.42730 -0.37142 0.08 -0.18 0.02
O -0.26570 -2.06853 -0.87932 -0.17 -0.29 -0.11
H 0.28916 -2.59422 -1.46876 -0.04 0.13 0.05
H -0.87756 -2.70211 -0.48302 0.07 0.12 -0.02

=====

Entry 2:
18
Properties=species:S:1:pos:R:3:forces:R:3 method="wB97M-V/def2-TZVPD" total_charge=0
O 0.05762 2.33573 0.59037 0.19 1.75 1.26
H 0.74074 2.07503 1.20812 0.19 0.67 0.68
H 0.39130 3.13755 0.18791 0.09 0.21 -0.45
O -0.47405 0.20569 -0.13004 3.44 -2.90 1.59
H -0.09513 0.97721 0.29115 -0.53 0.64 -0.76
H -0.04950 -0.53597 0.30117 -0.41 0.16 -0.48
O -0.55169 -2.10982 0.96432 0.15 -0.05 3.16
H 0.19199 -1.69744 1.40376 0.32 -0.26 0.61
H -0.93827 -2.67892 1.62984 -0.37 -0.19 0.19
O -2.22317 0.86250 -1.29819 -2.80 1.31 -1.87
H -1.62237 0.48382 -0.65641 -0.63 -0.22 -0.11
H -1.96865 0.46315 -2.13004 -0.03 -0.03 -0.15
O -0.46958 -2.66360 -1.22440 0.14 -0.45 -2.48
H -0.58779 -2.03061 -0.51617 -0.30 -0.52 -0.91
H -0.31290 -3.49603 -0.77861 0.02 0.01 -0.01
O 2.64054 1.60251 -0.33553 0.14 0.12 -0.06
H 1.95560 1.20474 0.20194 0.01 -0.33 -0.32
H 3.31529 1.86446 0.29082 0.37 0.06 0.09

=====

Entry 3:
18
Properties=species:S:1:pos:R:3:forces:R:3 method="wB97M-V/def2-TZVPD" smiles=O.O.O.O.O.O total_charge=0
O 3.71686 0.14017 1.32228 -0.21 -0.26 -0.29
H 4.59876 0.51704 1.28555 0.09 0.02 -0.07
H 3.36897 0.22887 0.41455 0.36 0.27 0.31
O -1.90594 -1.51377 5.54451 -0.02 -0.05 -0.01
H -0.94803 -1.55933 5.46249 -0.02 0.03 -0.02
H -2.23711 -2.26313 5.03961 0.04 0.04 0.02
O 2.53679 1.24866 3.55681 0.32 0.01 -0.22
H 3.38999 1.67743 3.67328 -0.09 0.26 0.44
H 2.73899 0.77911 2.72942 -0.32 -0.16 0.02
O 1.27960 -1.89952 -4.18670 0.01 0.00 0.03
H 2.04730 -1.64757 -4.70794 0.01 0.00 -0.03
H 0.84151 -2.58261 -4.70464 0.01 0.03 0.04
O -9.17563 2.02670 -3.97481 0.00 0.00 0.00
H -9.98027 1.50676 -3.88983 0.01 0.00 0.01
H -8.71177 1.90678 -3.14078 -0.01 0.00 -0.01
O 3.19731 0.58962 -1.42792 -0.37 -0.24 0.14
H 2.82065 -0.29956 -1.42255 0.10 -0.11 -0.31
H 2.42203 1.14435 -1.57334 0.09 0.16 -0.04

=====

Entry 4:
18
Properties=species:S:1:pos:R:3:forces:R:3 method="wB97M-V/def2-TZVPD" smiles=O.O.O.O.O.O total_charge=0
O 26.65500 8.11900 19.05600 0.67 -0.23 0.01
H 25.90000 8.64800 19.27600 -0.49 0.60 0.15
H 27.43500 8.61300 19.35300 -0.33 -0.23 -0.16
O 24.85900 4.39700 22.86000 -0.51 -0.17 0.58
H 25.20200 5.18300 22.41100 -0.20 0.23 0.30
H 24.27900 4.71700 23.58000 0.63 -0.16 -0.72
O 25.98400 5.18700 19.34700 0.23 0.25 0.18
H 26.01300 4.42700 18.76900 -0.24 -0.37 -0.07
H 25.09700 5.25300 19.70400 -0.40 -0.47 -0.22
O 28.29400 6.18000 17.95000 0.97 0.00 -0.60
H 28.77800 5.37600 17.71100 -0.42 0.25 0.27
H 27.48900 5.95000 18.41100 -0.31 -0.10 0.27
O 25.29200 6.84700 21.56500 -0.07 -0.68 -0.02
H 24.98100 7.75800 21.71100 0.46 -0.51 -0.89
H 25.63300 6.57400 20.67900 -0.06 1.69 0.97
O 22.93600 8.59400 22.56000 -0.25 -1.16 0.40
H 22.92300 7.62000 22.57100 0.41 0.21 -0.64
H 22.36200 8.70000 23.32400 -0.09 0.85 0.18

=====

Entry 5:
19
Properties=species:S:1:pos:R:3:forces:R:3 method="wB97M-V/def2-TZVPD" total_charge=+1
O 1.77754 -0.51205 -0.95086 0.01 -0.31 0.50
H 2.52260 -0.74063 -0.37703 0.12 0.02 0.06
H 1.67037 -1.30062 -1.50496 -0.11 0.26 0.02
O 3.47088 -2.08907 1.63739 0.36 -0.27 -0.24
H 4.16316 -2.37136 1.02581 -0.05 0.14 -0.07
H 3.68273 -2.63381 2.40625 -0.31 0.19 0.15
O -2.86397 -1.68693 -0.03563 0.50 0.35 -0.04
H -3.66619 -1.20103 0.18314 -0.05 -0.15 -0.08
H -3.03767 -2.14673 -0.86330 -0.17 -0.02 0.05
O -1.72979 2.24134 0.98181 0.45 0.58 -0.14
H -2.62573 2.48154 1.24531 0.00 -0.25 0.01
H -1.24547 3.07902 0.96830 -0.21 -0.04 0.09
O -0.16831 1.70417 -1.91452 -0.15 -0.02 0.31
H 0.13644 2.56348 -1.60314 0.08 0.03 -0.25
H -0.94676 1.89794 -2.44809 0.03 0.04 -0.05
O -0.28622 0.10890 0.58269 -0.07 -0.02 -0.40
H -0.57288 1.07891 0.53294 -0.17 -0.73 0.14
H 0.60552 -0.09564 0.15500 0.39 0.29 -0.42
H -0.88625 -0.37742 -0.02109 -0.65 -0.09 0.36

=====

Entry 6:
19
Properties=species:S:1:pos:R:3:forces:R:3 method="wB97M-V/def2-TZVPD" total_charge=+1
O -1.77109 -2.69344 -1.47834 0.22 0.23 0.44
H -1.65313 -2.56592 -2.42259 -0.14 -0.31 -0.11
H -2.15842 -3.56216 -1.33505 -0.08 -0.01 -0.37
O -0.49183 -1.76330 1.04525 -0.17 -0.61 0.22
H -0.52155 -2.69176 0.77615 0.07 -0.01 -0.02
H -1.37272 -1.63989 1.43667 0.35 0.42 -0.21
O -1.36304 1.50470 -2.24296 -0.36 -0.03 0.27
H -2.25141 1.32001 -2.58264 0.29 -0.19 -0.08
H -1.51759 2.31362 -1.73505 0.31 -0.08 -0.03
O 3.12298 -0.87544 -1.19955 0.03 0.43 0.02
H 3.74184 -1.61228 -1.20627 -0.06 -0.08 0.01
H 1.73144 -0.73003 -1.06920 -0.39 0.17 -0.39
O 0.68677 -0.67971 -0.95769 -0.12 -0.76 0.72
H 0.30505 -1.16717 -0.15265 -0.40 0.44 -0.04
H 0.01323 -0.11381 -1.36750 0.27 0.49 -0.42
O 0.19396 4.84249 4.87493 -0.38 0.20 0.35
H 3.60585 -0.06455 -1.00075 0.18 -0.10 -0.01
H 0.34361 4.85856 5.83074 0.12 -0.07 -0.24
H -0.64398 5.32008 4.78650 0.26 -0.13 -0.12

=====

Entry 7:
22
Properties=species:S:1:pos:R:3:forces:R:3 method="wB97M-V/def2-TZVPD" total_charge=+1
K -0.13718 -0.05732 -0.09418 0.00 0.24 0.64
O -2.33618 -1.15732 -1.25518 0.32 -2.65 0.91
H -2.21718 -0.50532 -1.90218 -0.07 1.71 -1.68
H -2.12018 -2.00732 -1.70918 -0.47 0.89 0.53
O 0.30282 2.05968 1.52882 -1.08 0.88 -1.52
H 1.07982 2.46468 1.86682 1.34 0.18 0.98
H 0.03582 2.78968 0.92082 -0.26 -0.83 0.55
O 1.94782 1.13568 -1.43518 -1.21 -2.19 1.02
H 2.80682 1.29068 -1.12718 2.24 -0.26 1.23
H 1.88782 1.84868 -1.99918 -0.83 2.45 -2.29
O 1.61082 -1.98432 -0.00718 0.99 0.02 -1.62
H 2.18482 -1.99532 0.76482 -0.01 -0.07 0.11
H 2.21382 -1.98532 -0.80318 -0.84 -0.16 1.41
O -2.32218 -0.62032 1.72882 -0.64 0.66 -0.40
H -1.84218 -1.42532 1.56882 -0.05 -0.71 -0.14
H -3.08118 -0.64832 1.10982 0.59 -0.11 0.49
O 0.64682 -0.98332 2.59982 -1.22 -1.08 -1.03
H 1.09882 -0.59432 3.32482 0.45 0.52 1.11
H -0.14018 -1.43732 2.96882 0.84 0.54 -0.03
O -0.83218 1.22868 -2.45018 -0.41 -1.31 0.54
H -0.50018 2.05368 -2.76418 0.26 0.86 -0.54
H -0.28718 0.52968 -2.83518 0.06 0.41 -0.28

=====

Entry 8:
22
Properties=species:S:1:pos:R:3:forces:R:3 method="wB97M-V/def2-TZVPD" total_charge=+1
Li 0.16745 0.11466 0.05684 0.18 0.40 0.03
O -0.66863 -0.79686 -1.60756 0.36 1.13 -0.06
H -0.90109 -0.39061 -2.45495 0.17 -0.07 0.13
H -0.65347 -1.72498 -1.77652 -0.21 -1.04 -0.20
O 1.61599 -1.75973 0.02655 1.01 2.80 2.34
H 1.37078 -2.42547 -0.51308 -2.19 -3.06 -3.73
H 2.23050 -2.31288 0.49026 1.16 0.28 1.40
O 1.43859 0.78387 1.88540 1.06 6.77 1.70
H 1.69339 -0.04942 2.07989 1.42 -4.35 1.14
H 2.07130 1.40831 2.53309 -2.62 -2.54 -2.81
O -0.94748 2.04620 -0.05617 1.52 3.00 2.30
H -0.58699 2.76886 -0.63100 -0.54 -1.14 -0.03
H -0.77934 2.59191 0.83022 -0.80 -2.18 -2.26
O -1.10488 -0.68940 1.57813 0.77 -3.25 -6.91
H -1.35384 -1.62720 1.61733 0.10 0.44 -0.05
H -1.20296 -0.37355 2.37533 -0.76 2.81 6.75
O -3.32899 -0.13633 -0.99331 -3.51 -1.47 5.30
H -2.46419 0.03738 -1.21948 2.91 0.56 -0.23
H -3.31890 -0.32338 0.10352 0.17 0.96 -4.85
O 2.02469 0.99087 -1.08109 1.52 -3.29 -1.04
H 2.13129 1.67284 -1.73245 0.04 0.71 -0.49
H 2.56678 0.19491 -1.51094 -1.78 2.50 1.56

=====

It is found that the electronic energy values, taken in the order of the records, are -12480.146; -12476.808; -12479.568; -12479.451; -12489.568; -12489.593; -30880.921; -14759.639 eV.
It is found that the max |F| values, taken in the order of the records, are 0.584; 4.769; 0.542; 1.951; 0.758; 1.052; 3.457; 7.674 eV/A.